[1]
55
Properties=species:S:1:pos:R:3 method="wB97M-V/def2-TZVPD" e_homo_ev=-10.56 orbital_gap_ha=0.2361 charge=+1 relative_energy_kcal_mol=0.00 spin_multiplicity=1
Ir 0.06 0.95 -0.61
N -0.61 4.70 1.25
C -0.14 3.50 0.87
S -0.05 3.20 -0.88
N 0.22 2.65 1.78
N 0.63 1.46 1.23
C 1.34 0.63 1.93
C 1.78 0.87 3.32
C 2.63 1.93 3.61
C 3.06 2.13 4.91
C 2.62 1.28 5.92
C 1.76 0.23 5.63
C 1.34 0.02 4.33
C 1.78 -0.53 1.15
C 2.58 -1.54 1.65
C 2.99 -2.56 0.81
C 2.64 -2.51 -0.53
C 1.84 -1.47 -0.97
N 1.41 -0.51 -0.15
H -0.79 5.41 0.57
H -0.59 4.94 2.23
H 2.96 2.59 2.82
H 3.73 2.95 5.14
H 2.95 1.44 6.94
H 1.42 -0.42 6.42
H 0.66 -0.79 4.10
H 2.87 -1.52 2.69
H 3.60 -3.37 1.19
H 2.95 -3.27 -1.23
H 1.53 -1.40 -2.00
S -0.41 0.69 -5.18
C 0.25 0.51 -3.62
N -0.57 0.68 -2.62
C -1.85 1.02 -3.07
C -2.97 1.30 -2.29
C -4.15 1.61 -2.93
C -4.23 1.65 -4.33
C -3.14 1.38 -5.12
C -1.94 1.06 -4.47
H 1.29 0.27 -3.48
H -2.92 1.25 -1.22
H -5.03 1.83 -2.34
H -5.18 1.91 -4.80
H -3.20 1.40 -6.19
Se -1.47 -0.74 0.30
C -1.36 -2.39 -0.65
C -1.75 -3.53 0.04
C -1.73 -4.76 -0.61
N -1.35 -4.92 -1.87
C -0.99 -3.83 -2.53
C -0.98 -2.55 -1.98
H -2.05 -3.48 1.08
H -2.02 -5.66 -0.07
H -0.70 -3.97 -3.57
H -0.71 -1.71 -2.59

***

[2]
66
Properties=species:S:1:pos:R:3 method="wB97M-V/def2-TZVPD" s_squared=0.83 e_homo_ev="-4.25 / -4.43" orbital_gap_ha="0.1950 / 0.2018" charge=-1 relative_energy_kcal_mol=7.85 spin_multiplicity=2
Mn 0.86 1.10 0.23
N -0.87 1.67 3.31
C 0.47 1.50 3.41
N 1.26 1.36 2.39
C 2.58 1.22 2.78
C 2.79 1.23 4.11
S 1.29 1.41 4.94
C 3.55 1.14 1.69
C 4.89 1.00 1.74
S 5.53 1.00 0.14
C 3.92 1.19 -0.50
N 3.01 1.25 0.43
N 3.67 1.34 -1.81
H -1.16 1.89 2.36
H -1.32 2.20 4.04
H 3.72 1.14 4.65
H 5.52 0.87 2.60
H 4.35 1.05 -2.49
H 2.68 1.34 -2.09
S 0.41 1.07 -2.11
C -0.38 2.61 -2.33
C -1.07 2.87 -3.51
C -1.74 4.06 -3.74
C -2.46 4.26 -4.96
N -3.03 4.42 -5.95
C -1.71 5.06 -2.75
C -1.02 4.82 -1.57
C -0.36 3.62 -1.32
S 0.49 3.38 0.18
C -2.39 6.31 -2.93
N -2.94 7.31 -3.05
H -1.09 2.10 -4.28
H -1.00 5.59 -0.81
C -3.70 1.50 -0.41
N -3.46 0.21 0.24
C -4.51 -0.78 0.34
C -2.20 -0.01 0.65
C -1.83 -1.35 1.23
O -1.36 0.88 0.52
H -4.75 1.55 -0.72
H -3.06 1.62 -1.28
H -3.49 2.33 0.27
H -5.42 -0.37 -0.11
H -4.74 -1.04 1.38
H -4.26 -1.70 -0.20
H -2.67 -1.87 1.70
H -1.03 -1.21 1.95
H -1.45 -1.98 0.42
O 2.10 -1.56 2.03
C 1.51 -1.71 0.96
O 1.05 -0.84 0.16
C 1.29 -3.14 0.48
C 1.55 -4.20 1.34
C 1.33 -5.49 0.92
C 0.87 -5.79 -0.35
C 0.62 -4.72 -1.19
C 0.81 -3.40 -0.80
N 0.12 -5.01 -2.55
O 0.07 -6.18 -2.89
O -0.11 -4.07 -3.27
N 1.58 -6.61 1.85
O 2.01 -6.34 2.95
O 1.47 -7.74 1.41
H 1.92 -3.98 2.34
H 0.71 -6.80 -0.67
H 0.60 -2.58 -1.47

***

[3]
52
Properties=species:S:1:pos:R:3 method="wB97M-V/def2-TZVPD" e_homo_ev=-7.23 orbital_gap_ha=0.2599 relative_energy_kcal_mol=0.00 spin_multiplicity=1
Pt 1.39 1.90 -0.33
O 2.54 1.35 -2.32
S 1.32 0.93 -3.04
O 1.28 1.22 -4.44
O 0.14 1.43 -2.27
C 1.24 -0.85 -2.86
C 1.57 -1.61 -3.97
C 1.49 -2.99 -3.91
C 1.07 -3.61 -2.74
C 0.74 -2.84 -1.63
C 0.81 -1.45 -1.67
P 0.35 -0.44 -0.21
C 0.97 -1.41 1.20
C 0.31 -1.37 2.43
C 0.84 -2.02 3.54
C 2.04 -2.71 3.44
C 2.73 -2.72 2.23
C 2.20 -2.07 1.12
C -1.46 -0.65 -0.12
C -2.27 0.42 -0.52
C -3.65 0.29 -0.51
C -4.24 -0.89 -0.09
C -3.44 -1.95 0.33
C -2.06 -1.83 0.31
H 1.86 -1.10 -4.88
H 1.75 -3.59 -4.77
H 1.00 -4.68 -2.68
H 0.42 -3.33 -0.72
H -0.62 -0.83 2.52
H 0.31 -1.98 4.48
H 2.44 -3.23 4.30
H 3.68 -3.23 2.15
H 2.76 -2.07 0.19
H -1.81 1.34 -0.84
H -4.27 1.12 -0.82
H -5.31 -0.99 -0.08
H -3.89 -2.88 0.67
H -1.45 -2.66 0.65
N 3.55 2.37 1.77
C 2.71 2.21 0.99
H 3.95 2.75 2.60
C -2.07 4.73 1.30
C -1.40 3.94 2.22
C -0.34 3.14 1.82
C 0.06 3.13 0.49
C -0.60 3.93 -0.44
C -1.67 4.72 -0.03
H -2.90 5.35 1.61
H -1.72 3.93 3.26
H 0.17 2.51 2.54
H -0.32 3.92 -1.49
H -2.18 5.34 -0.76

***

[4]
46
Properties=species:S:1:pos:R:3 method="wB97M-V/def2-TZVPD" e_homo_ev=-6.93 orbital_gap_ha=0.1968 relative_energy_kcal_mol=42.49 spin_multiplicity=1
C -1.90 1.07 -0.03
C -2.94 2.07 -0.17
C -3.41 2.78 0.96
C -4.43 3.72 0.85
C -5.00 4.00 -0.40
C -4.54 3.33 -1.54
C -3.51 2.39 -1.43
C -1.63 0.17 -1.08
C -0.65 -0.79 -0.99
C -0.27 -1.64 -2.08
C 0.62 -2.72 -1.87
C 1.04 -3.51 -2.94
C 0.58 -3.25 -4.23
C -0.32 -2.20 -4.45
C -0.75 -1.41 -3.39
H -1.59 0.76 0.98
H -2.99 2.54 1.94
H -4.80 4.23 1.73
H -5.76 4.77 -0.50
H -4.97 3.52 -2.52
H -3.17 1.87 -2.32
H -2.26 0.22 -1.98
H -0.16 -0.94 -0.02
H 0.99 -2.91 -0.86
H 1.74 -4.33 -2.77
H 0.90 -3.87 -5.07
H -0.70 -1.99 -5.46
H -1.42 -0.57 -3.58
C 3.09 -2.22 4.19
C 2.22 -1.15 4.02
C 2.36 -0.26 2.92
C 3.49 -0.44 2.04
C 4.37 -1.52 2.25
C 4.17 -2.41 3.31
C 3.65 0.46 0.95
C 2.68 1.38 0.65
C 1.44 1.39 1.38
S 0.15 2.21 0.69
C 1.40 0.72 2.62
H 2.93 -2.91 5.01
H 1.37 -0.99 4.70
H 5.19 -1.65 1.55
H 4.85 -3.25 3.44
H 4.55 0.36 0.34
H 2.80 2.09 -0.17
H 0.59 0.90 3.31

***

[5]
89
Properties=species:S:1:pos:R:3 method="wB97M-V/def2-TZVPD" e_homo_ev=-7.73 orbital_gap_ha=0.0863 spin_multiplicity=1
O -0.86 -1.03 -2.11
C -0.27 -1.97 -2.87
O 0.16 -1.86 -4.29
C -0.28 -3.19 -4.85
C 0.17 -4.29 -3.68
P -1.30 -5.57 -3.87
O -1.62 -5.87 -5.56
Br -3.18 -4.48 -3.08
C 1.61 -4.93 -4.13
F 2.34 -3.82 -4.85
F 1.38 -5.98 -5.17
C 2.59 -5.38 -2.90
F 3.91 -5.76 -3.55
F 2.94 -4.18 -2.06
C 2.12 -6.69 -2.04
F 1.29 -7.67 -2.78
F 3.39 -7.42 -1.67
C 1.36 -6.37 -0.63
F 2.21 -5.65 0.38
F 1.11 -7.72 0.01
F 0.01 -5.76 -0.78
O 0.11 -3.35 -2.53
H 0.05 -3.40 -5.95
H -1.45 -2.99 -4.93
H -1.32 -6.80 -5.83
C 1.03 1.18 -1.89
O 1.26 2.58 -2.06
C 0.54 3.37 -1.11
C 1.46 3.86 0.01
O 1.90 2.77 0.82
C 3.24 2.39 0.52
H 1.75 0.64 -2.50
H 1.15 0.88 -0.85
H 0.02 0.93 -2.23
H -0.32 2.81 -0.71
H 0.15 4.24 -1.65
H 0.89 4.53 0.66
H 2.30 4.42 -0.40
H 3.94 3.14 0.90
H 3.39 2.26 -0.56
H 3.45 1.44 1.02
Al 0.27 5.93 1.84
C -2.54 2.56 10.11
C -3.08 1.30 9.83
C -2.76 0.65 8.64
C -1.91 1.26 7.71
C -1.39 2.53 7.98
C -1.70 3.17 9.18
C -0.53 3.21 6.99
O -0.07 4.32 7.22
C -0.24 2.53 5.71
C 0.52 3.19 4.73
C 0.81 2.55 3.52
C 0.35 1.26 3.29
C -0.42 0.60 4.25
C -0.72 1.25 5.46
C -1.56 0.56 6.46
O -1.97 -0.57 6.25
H -2.78 3.06 11.04
H -3.75 0.82 10.55
H -3.18 -0.33 8.43
H -1.29 4.16 9.40
H 0.89 4.20 4.91
H 1.40 3.06 2.77
H 0.58 0.76 2.35
H -0.78 -0.41 4.06
N -5.83 -1.13 -3.84
S -7.21 -0.58 -4.36
O -7.66 -1.04 -5.67
O -7.58 0.77 -3.99
F -8.20 -1.42 -3.41
S -4.63 -0.53 -4.65
O -3.36 -1.23 -4.44
O -4.50 0.92 -4.72
F -4.95 -0.92 -6.17
Cl 3.92 2.65 -2.34
O 2.36 1.99 -6.20
Cl 2.87 0.69 -5.82
O 4.31 0.66 -6.02
O 2.25 -0.34 -6.63
O 2.58 0.44 -4.42
K -2.54 1.61 -3.70
Br 0.24 -0.91 1.84
Li -9.46 0.07 -3.90
B 6.13 5.48 1.10
F 6.28 6.51 0.09
F 7.20 5.59 2.08
F 4.85 5.63 1.77
F 6.19 4.17 0.46

***

[6]
72
Properties=species:S:1:pos:R:3 method="wB97M-V/def2-TZVPD" s_squared=0.83 e_homo_ev="-15.97 / -15.97" orbital_gap_ha="0.1630 / 0.1001" charge=+3 relative_energy_kcal_mol=0.00 spin_multiplicity=2
Hf -0.44 -0.04 0.13
C 1.68 -2.12 3.48
C 0.60 -2.01 2.64
N 0.71 -0.92 1.84
N 1.90 -0.35 2.18
C 2.48 -1.04 3.16
B 2.53 0.90 1.46
N 1.50 2.06 1.50
C 1.62 3.31 1.95
C 0.57 4.07 1.43
C -0.15 3.20 0.66
N 0.40 1.96 0.68
N 2.67 0.51 -0.06
C 3.71 0.72 -0.86
C 3.48 0.09 -2.08
C 2.23 -0.47 -1.93
N 1.71 -0.20 -0.71
N 3.85 1.20 2.08
C 5.04 0.53 1.95
C 5.84 0.90 2.99
C 5.06 1.79 3.75
N 3.87 1.96 3.21
H 1.85 -2.87 4.24
H -0.26 -2.66 2.60
H 3.43 -0.73 3.57
H 2.44 3.56 2.60
H 0.38 5.12 1.60
H -1.02 3.42 0.07
H 4.57 1.28 -0.52
H 4.14 0.03 -2.92
H 1.72 -1.11 -2.62
H 5.22 -0.18 1.16
H 6.85 0.59 3.18
H 5.32 2.32 4.65
C -0.63 0.53 -5.88
C -1.00 -0.84 -5.75
C -1.02 -1.42 -4.52
C -0.66 -0.65 -3.37
C -0.26 0.72 -3.51
C -0.25 1.29 -4.75
N -0.73 -1.19 -2.08
N -1.06 -2.42 -2.07
C -1.46 -2.93 -0.86
C -1.93 -4.24 -0.89
C -2.58 -4.74 0.25
C -2.75 -3.89 1.31
C -2.22 -2.59 1.27
N -1.55 -2.12 0.23
H -0.62 0.99 -6.86
H -1.28 -1.40 -6.64
H -1.31 -2.46 -4.41
H 0.03 1.29 -2.65
H 0.04 2.33 -4.88
H -1.81 -4.82 -1.79
H -2.96 -5.75 0.26
H -3.29 -4.20 2.20
H -2.33 -1.92 2.12
F -4.85 -0.22 1.61
C -4.35 0.59 2.54
F -3.90 -0.13 3.56
F -5.24 1.47 2.93
S -2.90 1.50 1.83
O -1.96 0.35 1.50
O -2.43 2.43 2.77
N -3.47 2.10 0.50
S -3.01 1.90 -0.96
O -3.09 3.03 -1.79
O -1.65 1.21 -1.00
C -4.08 0.58 -1.69
F -5.33 0.92 -1.56
F -3.74 0.43 -2.96
F -3.84 -0.58 -1.05

***

[7]
57
Properties=species:S:1:pos:R:3 method="wB97M-V/def2-TZVPD" e_homo_ev=-9.03 smiles="O=C(COC(=O)c1cccc(C(=O)OCC(=O)NCc2ccc(F)cc2)n1)NCc1ccc(F)cc1" orbital_gap_ha=0.3159 spin_multiplicity=1
O 3.65 2.90 -1.74
C 2.75 2.57 -1.00
C 2.65 3.08 0.45
O 2.00 2.10 1.24
C 2.74 1.08 1.67
O 3.93 1.09 1.83
C 1.90 -0.15 1.87
C 2.31 -1.19 2.70
C 1.56 -2.35 2.71
C 0.45 -2.45 1.89
C 0.13 -1.35 1.08
C -1.01 -1.37 0.13
O -1.22 -0.53 -0.71
O -1.80 -2.44 0.31
C -2.91 -2.56 -0.57
C -3.89 -1.38 -0.46
O -4.59 -1.05 -1.40
N -3.93 -0.81 0.76
C -4.46 0.53 0.94
C -3.38 1.52 0.60
C -2.38 1.81 1.53
C -1.32 2.64 1.19
C -1.28 3.17 -0.09
F -0.27 3.99 -0.42
C -2.26 2.89 -1.03
C -3.30 2.06 -0.68
N 0.84 -0.23 1.08
N 1.76 1.72 -1.33
C 1.81 0.87 -2.50
C 1.96 -0.56 -2.05
C 1.02 -1.53 -2.39
C 1.11 -2.81 -1.87
C 2.15 -3.11 -1.01
F 2.21 -4.34 -0.46
C 3.12 -2.18 -0.69
C 3.02 -0.91 -1.21
H 2.04 3.99 0.48
H 3.66 3.29 0.82
H 3.20 -1.07 3.31
H 1.84 -3.18 3.34
H -0.14 -3.34 1.84
H -3.41 -3.49 -0.30
H -2.57 -2.61 -1.61
H -3.25 -1.11 1.44
H -4.80 0.63 1.98
H -5.31 0.64 0.26
H -2.43 1.39 2.52
H -0.54 2.86 1.89
H -2.18 3.31 -2.02
H -4.06 1.81 -1.40
H 1.08 1.46 -0.62
H 2.66 1.19 -3.09
H 0.89 0.99 -3.07
H 0.20 -1.27 -3.04
H 0.38 -3.57 -2.12
H 3.93 -2.45 -0.03
H 3.76 -0.17 -0.97

***

[8]
63
Properties=species:S:1:pos:R:3 method="wB97M-V/def2-TZVPD" s_squared=3.79 e_homo_ev="-14.09 / -14.10" orbital_gap_ha="0.2570 / 0.2214" charge=+2 relative_energy_kcal_mol=12.53 spin_multiplicity=4
Tc -0.49 0.26 0.09
C -2.77 -3.95 -3.38
N -2.18 -2.74 -2.83
C -1.65 -1.85 -3.84
C -2.26 -2.36 -1.57
S -2.25 -0.61 -1.28
N -2.44 -3.17 -0.53
C -2.83 -2.65 0.76
C -2.06 -4.57 -0.52
H -3.27 -3.67 -4.32
H -3.52 -4.37 -2.72
H -2.02 -4.70 -3.62
H -1.14 -2.45 -4.59
H -0.91 -1.16 -3.40
H -2.44 -1.27 -4.32
H -3.39 -1.72 0.65
H -1.94 -2.47 1.38
H -3.47 -3.37 1.25
H -1.38 -4.81 -1.34
H -2.93 -5.22 -0.56
H -1.54 -4.77 0.42
F 6.65 1.01 -1.76
C 5.37 0.67 -1.69
C 4.58 0.67 -2.85
F 5.12 0.99 -4.01
C 3.24 0.34 -2.76
F 2.47 0.36 -3.84
C 2.65 -0.01 -1.53
S 0.97 -0.52 -1.60
C 3.46 -0.03 -0.40
F 2.94 -0.40 0.77
C 4.81 0.32 -0.46
F 5.55 0.32 0.63
S -2.62 4.13 -0.84
C -2.29 2.49 -0.56
N -1.02 2.12 -0.60
C -0.21 3.21 -0.84
C 1.18 3.22 -0.87
C 1.83 4.42 -1.10
C 1.12 5.60 -1.31
C -0.26 5.62 -1.26
C -0.92 4.42 -1.01
H -3.08 1.79 -0.38
H 1.74 2.31 -0.70
H 2.91 4.45 -1.12
H 1.64 6.53 -1.50
H -0.82 6.53 -1.39
O -1.63 1.17 1.96
S -0.39 1.63 2.60
O -0.14 3.02 2.54
N 0.67 0.69 1.73
C 0.46 -0.53 2.27
O 0.12 -1.43 1.48
C 0.33 -0.51 3.73
C 0.54 -1.51 4.67
C 0.29 -1.21 6.01
C -0.15 0.05 6.39
C -0.38 1.05 5.44
C -0.15 0.74 4.13
H 0.91 -2.48 4.37
H 0.44 -1.97 6.76
H -0.32 0.27 7.44
H -0.74 2.03 5.72